#1
Density functional theory data (the ωB97M-V functional and the def2-TZVPD basis) for a cluster of 13 separate species, C25H80N22O13 in total.

```
! RIJCOSX wB97M-V def2-TZVPD def2/J DEFGRID3
* xyz 0 1
C 0.553 2.247 -4.108
O 0.283 1.207 -3.524
N 1.260 3.204 -3.438
N 0.236 2.332 -5.433
H 1.620 2.867 -2.555
H 1.701 3.996 -3.855
H -0.350 1.573 -5.806
H 0.252 3.182 -5.941
C -0.638 2.325 3.571
O -0.079 1.172 3.636
N -0.434 3.093 2.497
N -1.322 2.729 4.697
H -0.005 2.608 1.697
H -0.518 4.090 2.397
H -1.628 1.893 5.165
H -2.046 3.409 4.595
C 3.945 1.742 -1.709
O 3.786 2.935 -1.883
N 5.041 1.151 -2.322
N 3.132 0.997 -0.944
H 5.439 1.779 -2.987
H 4.989 0.183 -2.575
H 2.393 1.463 -0.405
H 2.854 0.065 -1.179
C -2.678 -2.875 -1.583
O -1.963 -2.427 -0.679
N -2.371 -4.121 -2.014
N -3.728 -2.095 -2.017
H -1.766 -4.495 -1.307
H -2.929 -4.665 -2.631
H -4.354 -2.268 -2.771
H -3.537 -1.163 -1.665
C 3.858 0.896 2.874
O 4.093 1.640 3.844
N 2.639 0.349 2.703
N 4.862 0.626 1.964
H 2.398 0.204 1.743
H 2.037 0.837 3.369
H 4.565 0.783 1.022
H 5.580 1.268 2.251
C -3.916 2.059 -1.490
O -4.287 0.958 -1.883
N -2.676 2.203 -0.927
N -4.800 3.089 -1.594
H -2.298 3.111 -0.751
H -2.052 1.460 -1.237
H -5.717 2.729 -1.766
H -4.733 3.911 -1.039
C -1.065 -2.324 5.009
O -1.475 -3.147 5.816
N -1.112 -0.998 5.319
N -0.537 -2.727 3.809
H -1.359 -0.826 6.267
H -0.443 -0.354 4.906
H 0.071 -2.033 3.445
H -0.031 -3.592 3.897
C -2.380 -0.012 -5.646
O -1.471 0.216 -6.420
N -2.278 0.232 -4.323
N -3.504 -0.648 -6.114
H -3.074 0.265 -3.706
H -1.428 0.744 -4.057
H -3.321 -1.053 -7.020
H -4.094 -1.141 -5.482
C -0.144 0.487 0.122
O 0.496 1.591 0.267
N -0.406 -0.256 1.216
N -0.451 0.084 -1.140
H -0.994 -1.072 1.157
H -0.224 0.192 2.127
H -0.684 -0.890 -1.219
H -0.075 0.742 -1.825
C 1.497 -3.113 1.516
C 2.296 -4.411 1.709
C 1.588 -5.430 2.589
O 1.849 -5.038 3.915
C 1.248 -5.927 4.824
N 2.393 -5.136 0.380
H 1.582 -2.563 2.467
H 0.428 -3.357 1.370
H 1.781 -2.435 0.701
H 3.242 -4.097 2.181
H 1.906 -6.474 2.438
H 0.505 -5.419 2.309
H 1.234 -7.003 4.544
H 0.212 -5.612 5.019
H 1.805 -5.788 5.770
H 2.639 -4.531 -0.397
H 3.156 -5.803 0.374
C -4.038 -0.171 1.150
C -3.775 -0.404 2.572
C -4.972 0.000 3.375
O -4.711 0.275 4.780
C -4.877 -0.859 5.652
N -3.460 -1.810 2.875
H -3.193 -0.366 0.503
H -4.351 0.869 1.012
H -4.895 -0.769 0.821
H -2.923 0.221 2.891
H -5.709 -0.821 3.277
H -5.410 0.927 3.017
H -5.862 -1.353 5.599
H -4.731 -0.428 6.643
H -4.089 -1.601 5.442
H -2.797 -2.068 2.155
H -2.991 -1.947 3.759
C 0.281 -2.483 -3.555
C 1.688 -2.276 -4.012
C 1.698 -2.268 -5.526
O 3.058 -2.010 -5.929
C 3.204 -1.888 -7.324
N 2.370 -1.110 -3.407
H 0.204 -2.481 -2.464
H -0.093 -3.462 -3.897
H -0.384 -1.705 -3.909
H 2.328 -3.126 -3.730
H 1.075 -1.486 -5.984
H 1.398 -3.253 -5.936
H 2.570 -1.068 -7.690
H 3.088 -2.795 -7.930
H 4.225 -1.539 -7.435
H 3.293 -1.148 -3.814
H 1.854 -0.305 -3.766
C 1.068 4.873 -0.446
C 2.277 5.661 0.190
C 2.492 5.236 1.598
O 1.285 5.523 2.326
C 1.671 5.198 3.655
N 3.521 5.654 -0.557
H 0.174 5.178 0.118
H 1.129 3.770 -0.470
H 0.929 5.283 -1.463
H 1.826 6.653 0.256
H 3.351 5.732 2.042
H 2.671 4.139 1.598
H 2.038 4.140 3.743
H 0.833 5.378 4.338
H 2.498 5.876 3.920
H 3.737 4.677 -0.751
H 3.353 6.137 -1.438
*
```

For the lowest unoccupied orbital energy, the calculation gives 0.17 eV. The HOMO energy comes out at -8.8 eV. As for the frontier orbital gap: 8.997 eV.

Löwdin population analysis, charges in e, atoms 1 to 5: number 1, C, carries -0.612; number 2, O, carries -0.057; number 3, N, carries 0.199; number 4, N, carries 0.191; number 5, H, carries 0.065


#2
Density functional theory data (the ωB97M-V functional and the def2-TZVPD basis) for a cluster of 13 separate species, C25H80N22O13 in total.

```
! RIJCOSX wB97M-V def2-TZVPD def2/J DEFGRID3
* xyz 0 1
C 14.978 21.870 11.139
C 14.115 23.030 11.693
C 13.121 22.487 12.676
O 12.394 21.492 11.958
C 11.505 20.848 12.830
N 15.016 24.022 12.234
H 15.412 21.331 12.018
H 15.749 22.287 10.513
H 14.418 21.146 10.517
H 13.564 23.595 10.916
H 12.416 23.334 13.017
H 13.531 22.198 13.639
H 12.077 20.517 13.723
H 11.250 19.937 12.232
H 10.652 21.542 13.102
H 15.652 23.668 12.909
H 14.569 24.874 12.584
C 12.377 13.223 14.632
C 12.632 13.655 13.100
C 13.336 14.917 12.986
O 12.406 15.878 13.521
C 12.860 17.268 13.431
N 13.563 12.591 12.386
H 11.802 12.304 14.541
H 11.938 14.021 15.177
H 13.369 12.979 15.015
H 11.731 13.678 12.587
H 13.530 15.158 11.926
H 14.251 14.999 13.510
H 12.581 17.583 12.446
H 13.927 17.243 13.536
H 12.321 17.913 14.150
H 14.058 12.999 11.632
H 12.961 11.815 12.129
C 9.626 15.669 10.023
C 10.693 16.597 9.359
C 10.793 17.963 9.992
O 11.922 18.667 9.472
C 11.683 20.049 9.259
N 12.000 15.943 9.350
H 8.671 15.828 9.518
H 9.258 15.774 11.033
H 9.957 14.634 9.840
H 10.535 16.765 8.314
H 10.945 17.712 11.056
H 9.873 18.556 9.918
H 11.404 20.509 10.233
H 11.022 20.169 8.461
H 12.666 20.536 9.029
H 12.459 15.769 10.248
H 12.624 16.349 8.710
C 11.828 10.271 9.543
C 10.866 11.238 10.195
C 9.479 11.240 9.410
O 8.650 12.167 9.941
C 7.502 12.447 9.175
N 10.832 10.878 11.606
H 11.455 9.256 9.663
H 12.836 10.347 10.016
H 11.856 10.471 8.484
H 11.201 12.336 10.124
H 9.024 10.298 9.538
H 9.732 11.417 8.415
H 6.748 11.615 9.306
H 7.757 12.643 8.103
H 7.152 13.361 9.535
H 10.113 11.447 11.988
H 10.575 9.919 11.835
C 17.213 11.618 11.754
O 16.600 10.932 10.941
N 18.270 11.037 12.469
N 16.968 12.889 12.044
H 18.626 10.344 11.813
H 18.978 11.698 12.695
H 17.624 13.449 12.528
H 16.167 13.374 11.586
C 15.494 20.945 15.423
O 15.334 22.040 14.933
N 15.880 20.620 16.653
N 15.217 19.767 14.652
H 15.857 21.328 17.314
H 15.820 19.657 16.961
H 15.214 19.754 13.637
H 15.350 18.892 15.092
C 9.609 17.304 15.485
O 10.579 17.897 15.951
N 9.715 16.261 14.597
N 8.291 17.494 15.866
H 8.907 15.816 14.242
H 10.651 16.145 14.218
H 7.653 17.159 15.143
H 8.145 18.310 16.507
C 14.121 17.401 16.753
O 15.325 17.698 16.802
N 13.650 16.182 16.456
N 13.173 18.264 17.110
H 12.824 15.777 16.830
H 14.348 15.532 16.122
H 12.257 18.171 16.634
H 13.530 19.130 17.471
C 17.282 15.848 14.640
O 17.714 15.255 13.619
N 16.693 15.198 15.650
N 17.283 17.227 14.684
H 16.763 14.207 15.732
H 16.383 15.743 16.420
H 17.238 17.730 13.837
H 16.644 17.554 15.393
C 16.102 11.319 15.314
O 15.599 12.374 15.739
N 17.152 10.862 16.044
N 15.601 10.626 14.287
H 17.701 10.214 15.567
H 17.616 11.622 16.555
H 14.977 11.053 13.664
H 16.290 10.101 13.809
C 10.610 9.224 14.237
O 10.639 8.523 13.243
N 9.417 9.804 14.709
N 11.655 9.369 15.091
H 8.579 9.721 14.140
H 9.391 10.519 15.400
H 12.451 8.736 14.914
H 11.596 9.769 16.002
C 15.503 17.093 10.958
O 15.448 18.040 11.720
N 14.992 17.175 9.708
N 16.104 15.861 11.302
H 14.311 17.904 9.620
H 14.720 16.307 9.287
H 16.818 15.787 12.039
H 16.430 15.238 10.506
C 14.077 13.321 9.170
O 14.546 14.142 9.929
N 13.050 13.468 8.320
N 14.737 12.130 9.013
H 12.907 12.889 7.488
H 12.528 14.430 8.492
H 14.407 11.507 8.325
H 15.499 11.831 9.678
*
```

For the lowest unoccupied orbital energy, the calculation gives 0.17 eV. The HOMO energy comes out at -8.2 eV. As for the frontier orbital gap: 8.393 eV.

Löwdin population analysis, charges in e, atoms 1 to 5: number 1, C, carries -0.036; number 2, C, carries -0.440; number 3, C, carries -0.224; number 4, O, carries -0.235; number 5, C, carries -0.111


Most stable structure - #1; separation to the second - 31.5 kcal/mol.


#1
Density functional theory data (the ωB97M-V functional and the def2-TZVPD basis) for the ion C4H11N2O2 with charge +1.

```
! RIJCOSX wB97M-V def2-TZVPD def2/J DEFGRID3
* xyz 1 1
N -0.891 -2.114 0.280
C -1.645 -0.852 -0.019
C -0.931 0.437 0.430
N -0.420 1.037 -0.847
C 0.975 1.570 -0.714
C 1.910 0.499 -0.161
O 2.823 1.098 0.598
O 1.712 -0.689 -0.233
H -0.991 -2.447 1.235
H -1.136 -2.845 -0.393
H 0.104 -1.941 0.040
H -2.674 -1.011 0.385
H -1.895 -0.738 -1.083
H -0.188 0.195 1.160
H -1.583 1.165 0.952
H -0.979 1.856 -1.060
H 1.390 1.880 -1.691
H 1.014 2.390 0.001
H 3.405 0.510 1.120
*
```

For the lowest unoccupied orbital energy, the calculation gives -3.30 eV. The HOMO energy comes out at -13.4 eV. As for the frontier orbital gap: 10.095 eV.

Löwdin population analysis, charges in e, atoms 1 to 5: number 1, N, carries 0.199; number 2, C, carries -0.135; number 3, C, carries -0.177; number 4, N, carries -0.047; number 5, C, carries -0.095


#2
Density functional theory data (the ωB97M-V functional and the def2-TZVPD basis) for a cluster of 4 separate species, C4H11N2O2 in total.

```
! RIJCOSX wB97M-V def2-TZVPD def2/J DEFGRID3
* xyz 1 1
C 0.077 -2.001 0.638
C -0.525 -0.670 0.683
C 0.031 0.562 0.881
N -1.086 1.444 0.930
C -2.241 0.720 0.754
N -1.936 -0.567 0.686
H -0.101 -2.630 1.532
H -0.395 -2.542 -0.188
H 1.177 -1.947 0.589
H 1.072 0.765 0.992
H -0.939 2.429 1.052
H -3.235 1.093 0.932
H 1.424 -0.097 -1.533
H -0.151 0.153 -1.742
H -1.020 0.316 -3.035
O -1.023 0.409 -2.113
H 2.728 0.263 -0.754
H 3.004 1.609 -0.356
O 3.139 0.691 0.051
*
```

For the lowest unoccupied orbital energy, the calculation gives -9.23 eV. The HOMO energy comes out at -14.2 eV. As for the frontier orbital gap: 4.973 eV.

Löwdin population analysis, charges in e, atoms 1 to 5: number 1, C, carries -0.012; number 2, C, carries -0.280; number 3, C, carries 0.063; number 4, N, carries 0.132; number 5, C, carries -0.041


#3
Density functional theory data (the ωB97M-V functional and the def2-TZVPD basis) for a cluster of 3 separate species, C4H11N2O2 in total.

```
! RIJCOSX wB97M-V def2-TZVPD def2/J DEFGRID3
* xyz 1 1
C -0.325 0.551 -2.563
C -0.015 -0.095 -1.308
C 1.091 -0.997 -1.073
N 0.959 -1.544 0.183
C -0.210 -1.166 0.717
N -0.708 -0.146 -0.067
H -0.185 1.628 -2.532
H -1.382 0.568 -2.678
H 0.246 0.116 -3.437
H 2.015 -1.262 -1.687
H 1.616 -2.046 0.770
H -0.576 -1.376 1.757
H -1.543 0.394 0.122
H 3.559 0.548 1.444
H 2.300 1.114 2.293
O 2.609 0.397 1.646
H -3.361 0.408 2.402
H -3.222 1.892 2.134
O -2.867 1.016 1.878
*
```

For the lowest unoccupied orbital energy, the calculation gives -2.93 eV. The HOMO energy comes out at -13.2 eV. As for the frontier orbital gap: 10.243 eV.

Löwdin population analysis, charges in e, atoms 1 to 5: number 1, C, carries -0.026; number 2, C, carries -0.212; number 3, C, carries 0.005; number 4, N, carries 0.073; number 5, C, carries -0.045


#4
Density functional theory data (the ωB97M-V functional and the def2-TZVPD basis) for a cluster of 2 separate species, C4H11N2O2 in total.

```
! RIJCOSX wB97M-V def2-TZVPD def2/J DEFGRID3
* xyz 1 1
C -0.752 -1.069 0.993
C -1.025 2.373 -0.983
C 0.701 -0.996 1.160
C 0.880 -1.423 -1.091
N 1.169 -0.986 2.369
N -0.926 1.212 -1.420
O -0.561 3.456 -1.648
O 1.491 -1.093 0.152
H -1.078 -0.307 0.335
H -0.953 -2.007 0.507
H -1.224 2.584 0.045
H 1.558 -1.449 -1.998
H 0.195 -0.583 -1.425
H 0.430 -2.305 -1.086
H 0.526 -0.900 3.093
H 2.218 -0.988 2.486
H -0.692 1.285 -2.432
H -1.312 -1.029 1.992
H -0.644 4.225 -1.048
*
```

For the lowest unoccupied orbital energy, the calculation gives -3.25 eV. The HOMO energy comes out at -14.0 eV. As for the frontier orbital gap: 10.740 eV.

Löwdin population analysis, charges in e, atoms 1 to 5: number 1, C, carries 0.036; number 2, C, carries -0.345; number 3, C, carries -0.386; number 4, C, carries -0.020; number 5, N, carries 0.273


Most stable structure - #3; separation to the second - 4.6 kcal/mol.


#1
Density functional theory data (the ωB97M-V functional and the def2-TZVPD basis) for a cluster of 2 separate species, C4H11N2O2 in total.

```
! RIJCOSX wB97M-V def2-TZVPD def2/J DEFGRID3
* xyz 1 1
C -0.115 -0.500 0.789
C -1.098 1.202 0.147
C -2.203 -0.994 -0.618
C 3.070 -0.802 -0.271
N -0.194 0.862 1.215
N -0.972 -0.225 -0.411
O -0.705 2.168 -0.703
O 3.219 0.493 -0.135
H -0.462 -1.290 1.442
H -2.145 1.394 0.419
H -2.794 -0.540 -1.411
H -1.953 -2.016 -0.897
H -2.784 -1.013 0.302
H 2.643 -1.133 -1.203
H 3.395 -1.507 0.473
H -0.388 1.124 2.171
H -0.434 -0.230 -1.282
H 0.260 2.261 -0.717
H 3.661 0.747 0.691
*
```

For the lowest unoccupied orbital energy (spin up / spin down), the calculation gives -4.44 / -2.79 eV. The HOMO energy (spin up / spin down) comes out at -10.4 / -12.7 eV. As for the frontier orbital gap (spin up / spin down): 5.916 / 9.903 eV.

Löwdin population analysis, charges in e, atoms 1 to 5: number 1, C, carries -0.011; number 2, C, carries -0.364; number 3, C, carries 0.014; number 4, C, carries -0.083; number 5, N, carries 0.092


#2
Density functional theory data (the ωB97M-V functional and the def2-TZVPD basis) for a cluster of 2 separate species, C4H11N2O2 in total.

```
! RIJCOSX wB97M-V def2-TZVPD def2/J DEFGRID3
* xyz 1 1
N 2.096 -2.500 -0.054
C 1.070 -2.172 0.783
O -0.163 -2.213 0.199
O 1.193 -1.846 1.933
H 3.028 -2.457 0.323
H 1.995 -2.417 -1.051
H -0.168 -2.862 -0.517
C -1.772 1.212 -1.324
C -1.057 2.054 -0.283
C 0.311 0.918 1.399
N 0.145 1.351 0.222
H -1.125 0.999 -2.174
H -2.136 0.280 -0.908
H -2.622 1.771 -1.697
H -0.702 2.980 -0.729
H -1.685 2.282 0.582
H 1.210 0.367 1.653
H -0.479 1.099 2.117
H 0.859 1.156 -0.474
*
```

For the lowest unoccupied orbital energy, the calculation gives -4.50 eV. The HOMO energy comes out at -14.2 eV. As for the frontier orbital gap: 9.728 eV.

Löwdin population analysis, charges in e, atoms 1 to 5: number 1, N, carries 0.182; number 2, C, carries -0.667; number 3, O, carries 0.090; number 4, O, carries 0.081; number 5, H, carries 0.122


Most stable structure - #2; separation to the second - 115.0 kcal/mol.